[1]
Here is the molecule C4H5NO2 in a non-equilibrium geometry from the OMol25 dataset. Energies are from the ωB97M-V functional and the def2-TZVPD basis.

The HOMO energy comes out at -10.32 eV. As for the LUMO energy: 0.02493 Ha. For the HOMO-LUMO gap, the calculation gives 10.99 eV.

Each line ends with the natural charge from an NBO analysis.
CARTESIAN COORDINATES (ANGSTROEM)
O: 0.7018 -2.0851 -1.4646  -0.539
C: 0.5634 -0.9854 -0.9465  0.770
C: 0.5672 -0.6732 0.5409  -0.512
C: -0.6677 0.2091 0.7686  -0.488
C: -0.4421 1.3749 -0.0953  0.041
N: 0.0907 1.3620 -1.2384  -0.092
O: 0.3232 0.1153 -1.8055  -0.373
H: 1.5167 -0.0745 0.7337  0.241
H: 0.5234 -1.6345 1.0480  0.252
H: -0.8581 0.3978 1.8325  0.243
H: -1.5329 -0.4091 0.4514  0.241
H: -0.7855 2.4027 0.1751  0.216

=====

[2]
Here is a structure of composition C24H22AuN3OS3 from the OMol25 dataset. Energies are from the ωB97M-V functional and the def2-TZVPD basis.

The HOMO energy (spin up / spin down) comes out at -10.87 / -10.92 eV. As for the charge: +1. As for the LUMO energy (spin up / spin down): -0.12774 / -0.17004 Ha. Its spin multiplicity is 2. For the HOMO-LUMO gap (spin up / spin down), the calculation gives 7.39 / 6.29 eV.

Each line ends with the natural charge from an NBO analysis.
CARTESIAN COORDINATES (ANGSTROEM)
Au: 0.9042 -0.1995 -0.2990  1.201
O: 2.9712 0.0438 -0.2058  -0.639
N: 3.4066 1.2771 -0.5301  0.009
C: 4.7420 1.4750 -0.4270  0.047
C: 5.2925 2.6817 -0.7423  -0.246
C: 4.4504 3.7139 -1.1715  -0.138
C: 3.1002 3.4933 -1.2603  -0.226
C: 2.5603 2.2427 -0.9306  0.032
S: 0.8577 1.9419 -1.0584  -0.036
H: 5.2845 0.6085 -0.0821  0.245
H: 6.3591 2.8197 -0.6522  0.249
H: 4.8592 4.6810 -1.4294  0.242
H: 2.4206 4.2693 -1.5832  0.246
N: 0.3246 -0.4601 2.1314  -1.243
S: -1.1075 0.2173 2.3505  1.142
C: -2.0011 -0.2423 0.8570  -0.283
C: -1.7381 -1.6084 0.3228  -0.212
C: -2.8799 -2.3871 -0.1752  -0.190
C: -4.1083 -1.8675 -0.1989  -0.187
C: -4.3718 -0.5415 0.3380  -0.169
C: -3.4049 0.2167 0.8608  -0.214
C: -0.9929 2.0040 2.1347  -0.266
C: -0.3530 2.6470 3.1879  -0.190
C: -0.2038 4.0235 3.1683  -0.200
C: -0.7154 4.7593 2.1071  -0.201
C: -1.3616 4.1152 1.0630  -0.147
C: -1.4958 2.7340 1.0666  -0.229
H: 0.7085 -0.6311 3.0565  0.385
H: -0.9599 -2.1536 0.8431  0.247
H: -2.6907 -3.4011 -0.4973  0.232
H: -4.9419 -2.4537 -0.5620  0.229
H: -5.3935 -0.1847 0.3604  0.232
H: -3.6417 1.1568 1.3395  0.235
H: 0.0297 2.0732 4.0247  0.223
H: 0.2959 4.5224 3.9879  0.229
H: -0.6139 5.8365 2.0982  0.227
H: -1.7553 4.6853 0.2317  0.219
H: -1.9759 2.2478 0.2291  0.226
S: -1.8432 0.0657 -1.9489  0.199
C: -1.1307 -0.3929 -0.4716  -0.485
N: 1.3094 -2.3621 -0.2087  -0.862
C: 0.5235 -3.2534 -1.0444  0.201
C: 0.0218 -4.4276 -0.5096  -0.275
C: -0.7281 -5.2798 -1.3104  -0.192
C: -0.9732 -4.9505 -2.6341  -0.204
C: -0.4613 -3.7712 -3.1613  -0.179
C: 0.2905 -2.9175 -2.3691  -0.264
H: 2.2936 -2.4179 -0.4675  0.419
H: 1.2636 -2.6512 0.7658  0.415
H: 0.2250 -4.6868 0.5241  0.221
H: -1.1165 -6.2012 -0.8969  0.232
H: -1.5594 -5.6120 -3.2574  0.231
H: -0.6498 -3.5112 -4.1943  0.231
H: 0.6743 -1.9867 -2.7696  0.233

=====

The calculated total energy results, record by record, are as follows: -9812.234 -67950.137 eV.
The ΔE to the lowest compared entry with this formula, charge and spin results, record by record, are as follows: 2.081 0.808 eV.
The molar mass results, record by record, are as follows: 99.09 661.63 Da.